Entry 1:
{"formula": "C8H9NO3", "method": "wB97M-V/def2-TZVPD", "symbols": ["C", "C", "C", "C", "C", "C", "C", "C", "N", "O", "O", "O", "H", "H", "H", "H", "H", "H", "H", "H", "H"], "xyz": [[-2.208, 1.219, -0.190], [-1.637, 2.441, -0.056], [-1.517, 0.037, 0.018], [-0.279, 2.471, 0.055], [-0.108, 0.057, 0.313], [0.481, 1.354, 0.285], [1.196, -2.500, 2.444], [1.708, -1.182, -0.635], [0.602, -1.158, 0.312], [1.837, 1.601, 0.653], [1.750, -2.846, 3.433], [1.119, -1.216, 1.967], [-3.266, 1.050, -0.349], [-2.134, 3.417, 0.023], [-2.027, -0.866, 0.002], [0.407, 3.321, 0.247], [0.717, -3.144, 1.688], [1.377, -1.671, -1.586], [2.223, -0.179, -0.912], [2.511, -1.840, -0.169], [2.377, 0.803, 0.722]], "forces_ev_per_a": [[-1.8, -2.0, 0.3], [0.5, 1.8, -0.2], [2.9, 1.7, 0.5], [2.6, 1.0, 1.4], [-1.5, 1.2, -1.4], [1.8, -2.0, 1.0], [-0.4, 0.6, -2.4], [2.5, -0.2, 0.3], [-0.3, -0.1, 2.3], [-1.8, 0.0, -0.8], [0.0, 0.4, 0.6], [0.4, 0.0, -1.6], [-0.1, 0.5, 0.0], [-0.3, -0.7, -0.5], [-0.7, -1.6, -0.2], [-1.3, 0.2, -0.5], [-0.1, -0.4, 0.3], [0.0, 0.4, 0.9], [-1.1, -1.5, 0.5], [-0.9, 0.7, -0.8], [-0.5, -0.1, 0.2]], "homo_lumo_gap_ha": 0.3247, "relative_energy_kj_mol": 362.5, "e_homo_ev": -9.271}


Entry 2:
{"formula": "C8H9NO3S", "method": "wB97M-V/def2-TZVPD", "symbols": ["C", "C", "C", "C", "C", "C", "C", "C", "N", "O", "O", "O", "S", "H", "H", "H", "H", "H", "H", "H", "H", "H"], "xyz": [[0.208, 2.742, -0.887], [0.952, 2.882, 0.308], [-0.695, 1.657, -1.013], [0.781, 1.895, 1.293], [-0.129, -2.489, 0.678], [-0.731, 0.628, 0.008], [0.022, 0.841, 1.159], [-1.864, -3.677, -0.577], [-0.717, -3.087, -0.138], [0.620, -2.007, 1.405], [3.334, 1.288, 0.201], [1.847, -0.064, -1.194], [2.437, 0.142, 0.090], [0.360, 3.477, -1.688], [1.667, 3.627, 0.640], [-1.287, 1.598, -1.938], [1.153, 2.132, 2.231], [-1.446, -0.193, 0.006], [-0.068, -0.001, 1.867], [-1.969, -3.192, -1.559], [-1.721, -4.678, -0.849], [-2.756, -3.519, -0.044]], "forces_ev_per_a": [[0.8, 0.1, 1.0], [-1.2, -1.1, -0.1], [0.5, -1.2, 0.9], [0.9, 3.9, -0.3], [-0.1, -1.2, -0.6], [-0.7, 2.6, -1.6], [-3.2, -4.4, -0.5], [-0.8, 1.0, -3.3], [1.0, 0.2, 0.7], [1.6, 1.4, 1.9], [-0.5, -1.5, -0.1], [0.0, -0.3, -0.4], [1.9, 1.2, -0.1], [-0.3, -0.4, 0.3], [-0.2, 0.4, -1.0], [0.2, -0.2, 0.6], [1.3, 0.1, 1.6], [0.3, 0.1, -0.5], [0.3, 1.2, 0.1], [-0.9, -0.3, -0.1], [0.2, -1.7, 0.1], [-0.9, 0.2, 1.1]], "homo_lumo_gap_ha": 0.3244, "relative_energy_kj_mol": 159.0, "e_homo_ev": -9.136}


Entry 3:
{"formula": "C8H9NOS", "method": "wB97M-V/def2-TZVPD", "symbols": ["C", "C", "C", "C", "C", "C", "C", "C", "N", "O", "S", "H", "H", "H", "H", "H", "H", "H", "H", "H"], "xyz": [[0.614, 2.112, 1.510], [0.501, 1.292, 2.623], [0.844, 1.528, 0.275], [0.624, -0.080, 2.452], [0.940, 0.148, 0.227], [-0.717, -2.478, -0.934], [-0.483, -1.281, -1.434], [-1.443, -0.338, -2.061], [0.840, -0.644, 1.277], [1.340, 0.422, -2.350], [1.249, -0.675, -1.379], [0.527, 3.185, 1.602], [0.324, 1.707, 3.603], [0.950, 2.099, -0.634], [0.548, -0.761, 3.289], [0.075, -3.063, -0.501], [-1.705, -2.909, -0.919], [-1.794, 0.384, -1.321], [-2.302, -0.861, -2.475], [-0.932, 0.214, -2.850]], "forces_ev_per_a": [[0.0, -0.2, 0.1], [0.0, 0.1, -0.1], [0.1, -0.1, -0.2], [-0.1, 0.1, 0.2], [0.2, 0.1, 0.0], [0.1, -0.1, 0.0], [0.5, -0.1, -0.2], [0.0, 0.2, 0.0], [0.1, -0.3, -0.3], [0.3, 0.6, -0.8], [-1.0, -0.4, 1.1], [0.0, 0.1, 0.0], [0.0, 0.0, 0.1], [0.0, 0.1, -0.1], [0.0, 0.0, 0.1], [0.2, -0.2, 0.1], [-0.2, 0.0, 0.0], [0.0, 0.1, 0.0], [0.0, -0.1, 0.0], [-0.1, 0.1, 0.0]], "homo_lumo_gap_ha": 0.3577, "relative_energy_kj_mol": 194.2, "e_homo_ev": -9.139}


Entry 4:
{"formula": "C8H9NOS", "method": "wB97M-V/def2-TZVPD", "symbols": ["C", "C", "C", "C", "C", "C", "C", "C", "N", "O", "S", "H", "H", "H", "H", "H", "H", "H", "H", "H"], "xyz": [[1.168, -2.136, -0.634], [2.394, -2.098, -0.057], [0.397, -0.905, -0.494], [1.054, 0.083, 0.202], [-0.907, -0.514, -0.958], [0.322, 1.383, 0.304], [-1.132, 0.848, -0.165], [-1.943, 0.652, 1.174], [0.936, 2.297, -0.645], [1.794, 3.045, -0.319], [2.626, -0.529, 0.729], [0.836, -3.044, -1.128], [3.057, -2.856, 0.094], [-1.170, -0.215, -2.032], [-1.618, -1.299, -0.735], [0.316, 1.778, 1.313], [-1.617, 1.611, -0.799], [-1.409, -0.168, 1.571], [-2.892, 0.377, 0.867], [-2.212, 1.692, 1.712]], "forces_ev_per_a": [[-0.4, 0.3, -0.1], [-2.5, 3.6, 0.5], [2.9, -0.7, -0.2], [1.1, -2.2, -0.2], [-2.4, 2.3, -0.9], [-0.6, -1.5, 0.4], [0.1, 1.2, 1.0], [0.6, 3.4, -1.7], [-0.9, -0.1, -2.6], [0.4, 0.1, 1.4], [-0.5, 0.0, -0.4], [-0.2, 0.2, 0.0], [1.8, -1.8, 0.2], [1.3, -0.9, 1.0], [-0.6, 0.0, 0.4], [0.0, 0.3, 0.3], [0.3, -0.3, 0.2], [0.2, -0.5, 1.9], [-2.0, -1.2, -0.5], [1.5, -2.5, -0.6]], "homo_lumo_gap_ha": [0.3188, 0.3188], "relative_energy_kj_mol": 408.7, "e_homo_ev": [-8.580, -8.582], "smiles": "C[C@@H]1Cc2ccsc2[C@H]1N=O"}